1.
Below is a molecular structure, C42H46BaCl2N5O2Si at a distorted geometry, with properties calculated with wB97M-V/def2-TZVPD.

The HOMO energy comes out at -2.212 eV. The LUMO energy is 0.0666 Ha. The calculation puts the relative energy (zero: lowest compared OMol25 entry of this formula, charge and spin) at 2.550 eV. For the orbital gap, the calculation gives 4.02 eV.

Structure (ORCA input):
```
! RIJCOSX wB97M-V def2-TZVPD def2/J DEFGRID3
* xyz -1 1
Ba -0.729 -0.389 -0.618
C -1.968 -3.414 -1.119
N -2.372 -2.231 -0.392
C -2.500 -2.522 1.019
C -2.777 -1.295 1.839
C -3.513 -1.353 3.017
C -3.668 -0.191 3.755
C -3.115 0.985 3.277
C -2.417 0.942 2.082
N -2.253 -0.169 1.393
C -3.602 -1.682 -0.916
C -3.431 -1.028 -2.248
C -4.369 -1.193 -3.256
C -4.202 -0.499 -4.443
C -3.102 0.343 -4.572
C -2.226 0.442 -3.510
N -2.385 -0.223 -2.379
C -1.629 -3.137 -2.553
C -2.177 -3.865 -3.599
C -1.726 -3.626 -4.890
C -0.755 -2.646 -5.083
C -0.293 -1.953 -3.984
N -0.700 -2.203 -2.747
H -2.740 -4.207 -1.072
H -1.060 -3.808 -0.647
H -1.549 -2.937 1.370
H -3.281 -3.280 1.215
H -3.941 -2.286 3.356
H -4.217 -0.217 4.687
H -3.204 1.915 3.816
H -1.966 1.819 1.646
H -3.938 -0.899 -0.232
H -4.401 -2.444 -0.970
H -5.213 -1.855 -3.111
H -4.915 -0.610 -5.247
H -2.936 0.909 -5.477
H -1.354 1.079 -3.537
H -2.941 -4.609 -3.412
H -2.116 -4.191 -5.724
H -0.366 -2.439 -6.069
H 0.449 -1.172 -4.068
C 2.437 -2.847 -1.995
Si 1.978 -1.783 -0.432
C 1.869 -3.302 0.785
C 3.711 -1.053 0.054
C 3.758 0.014 0.949
C 4.958 0.588 1.328
C 6.147 0.121 0.794
C 6.124 -0.914 -0.126
C 4.918 -1.495 -0.481
H 3.129 -3.660 -1.781
H 2.860 -2.253 -2.803
H 1.531 -3.304 -2.380
H 2.830 -3.787 0.950
H 1.199 -4.056 0.372
H 1.475 -3.016 1.756
H 2.824 0.410 1.326
H 4.980 1.410 2.031
H 7.089 0.573 1.077
H 7.052 -1.258 -0.570
H 4.920 -2.305 -1.196
C 4.336 1.866 -2.545
C 2.812 1.822 -2.426
O 2.265 0.719 -3.124
H 4.726 2.727 -2.009
H 4.629 1.935 -3.592
H 4.774 0.966 -2.114
H 2.371 2.712 -2.881
H 2.515 1.783 -1.369
H 2.505 -0.073 -2.627
Cl 0.892 4.070 -0.418
C -0.833 4.244 -0.464
C -1.385 5.492 -0.387
C -2.768 5.654 -0.410
C -3.563 4.517 -0.495
C -2.991 3.274 -0.566
Cl -4.054 1.899 -0.656
C -1.570 3.006 -0.580
N -1.028 1.854 -0.667
H -0.733 6.351 -0.308
H -3.215 6.637 -0.365
H -4.642 4.612 -0.500
C 1.965 -0.988 4.062
C 0.944 0.114 3.868
O -0.018 -0.053 3.119
C 1.167 1.364 4.591
C 2.155 1.511 5.578
C 2.323 2.715 6.228
C 1.534 3.808 5.902
C 0.566 3.683 4.912
C 0.368 2.476 4.281
H 1.683 -1.835 3.445
H 2.001 -1.303 5.103
H 2.950 -0.644 3.757
H 2.792 0.681 5.842
H 3.076 2.802 7.001
H 1.685 4.752 6.405
H -0.034 4.540 4.638
H -0.384 2.360 3.515
*
```



2.
Below is C18H18N6O4S in the gas phase at a distorted geometry, with properties calculated with wB97M-V/def2-TZVPD.

The HOMO energy comes out at -8.404 eV. The LUMO energy is 0.0141 Ha. The calculation puts the relative energy (zero: lowest compared OMol25 entry of this formula, charge and spin) at 0.000 eV. As for the SMILES: CCOc1ccc2nc(NC(=O)Cn3cnc4c3c(=O)n(C)c(=O)n4C)sc2c1. For the orbital gap, the calculation gives 8.79 eV.

Structure (ORCA input):
```
! RIJCOSX wB97M-V def2-TZVPD def2/J DEFGRID3
* xyz 0 1
C 5.386 0.055 0.669
C 5.342 0.036 -0.855
O 4.270 -0.740 -1.360
C 3.005 -0.259 -1.327
C 2.020 -1.170 -1.758
C 0.691 -0.833 -1.779
C 0.309 0.440 -1.359
N -0.966 0.915 -1.289
C -1.009 2.115 -0.854
N -2.175 2.842 -0.669
C -3.124 2.662 0.292
O -4.133 3.321 0.310
C -2.793 1.636 1.378
N -2.719 0.283 0.897
C -3.666 -0.433 0.262
N -3.281 -1.652 -0.045
C -2.011 -1.736 0.409
C -1.628 -0.547 1.009
C -0.313 -0.328 1.519
O 0.118 0.708 1.999
N 0.473 -1.471 1.393
C 1.838 -1.409 1.885
C 0.121 -2.680 0.801
O 0.918 -3.589 0.725
N -1.162 -2.793 0.313
C -1.591 -4.018 -0.325
S 0.563 2.854 -0.481
C 1.300 1.354 -0.947
C 2.643 1.020 -0.927
H 6.264 0.602 1.001
H 5.440 -0.962 1.049
H 4.499 0.529 1.083
H 6.235 -0.459 -1.246
H 5.307 1.054 -1.262
H 2.347 -2.150 -2.062
H -0.062 -1.530 -2.111
H -2.359 3.602 -1.314
H -1.822 1.880 1.822
H -3.574 1.719 2.142
H -4.637 -0.040 0.035
H 1.974 -2.134 2.688
H 2.530 -1.647 1.078
H 2.008 -0.400 2.254
H -0.707 -4.623 -0.519
H -2.274 -4.562 0.328
H -2.108 -3.775 -1.251
H 3.364 1.750 -0.599
*
```



Respective total energy values: -89461.5111, -46926.3143 eV.